# C31H71N9O17S2

A cluster of 11 separate species, C31H71N9O17S2 in total at a distorted geometry (wB97M-V/def2-TZVPD, the Open Molecules 2025 dataset).

Each atom is followed by the atoms it is bonded to, with distances in Å.
Element x y z (Å)
1 O 4.924 4.196 -5.720  S2 1.446
2 S 6.220 3.833 -6.249  O1 1.446, O3 1.451, O4 1.654, O7 1.724
3 O 7.114 3.086 -5.384  S2 1.451
4 O 6.194 3.120 -7.741  S2 1.654, C5 1.452
5 C 6.676 4.036 -8.760  O4 1.452, C6 1.548, H8 1.090, H9 1.090
6 C 6.547 5.443 -8.128  C5 1.548, O7 1.398, H10 1.090, H11 1.090
7 O 6.953 5.293 -6.799  S2 1.724, C6 1.398
8 H 7.746 3.907 -8.921  C5 1.090
9 H 6.010 3.990 -9.622  C5 1.090
10 H 5.533 5.795 -8.320  C6 1.090
11 H 7.375 6.077 -8.442  C6 1.090
12 O -3.027 -8.242 2.518  S13 1.474
13 S -2.086 -8.107 3.645  O12 1.474, O14 1.463, O15 1.645, O18 1.687
14 O -0.679 -8.447 3.433  S13 1.463
15 O -2.087 -6.643 4.397  S13 1.645, C16 1.370
16 C -2.401 -6.806 5.721  O15 1.370, C17 1.508, H19 1.090, H20 1.090
17 C -3.137 -8.088 6.021  C16 1.508, O18 1.406, H21 1.090, H22 1.090
18 O -2.719 -8.930 4.976  S13 1.687, C17 1.406
19 H -1.418 -6.754 6.189  C16 1.090
20 H -2.892 -6.041 6.323  C16 1.090
21 H -4.226 -8.117 6.041  C17 1.090
22 H -2.956 -8.589 6.972  C17 1.090
23 C -6.374 4.860 2.787  N24 1.464, H28 1.090, H29 1.090, H30 1.090
24 N -6.629 3.454 2.465  C23 1.464, C25 1.313, H31 1.010
25 C -6.154 2.720 1.485  N24 1.313, C26 1.519, O27 1.245
26 C -5.469 3.502 0.378  C25 1.519, H32 1.090, H33 1.090, H34 1.090
27 O -6.272 1.480 1.454  C25 1.245
28 H -6.080 5.464 1.929  C23 1.090
29 H -5.691 4.919 3.635  C23 1.090
30 H -7.325 5.258 3.139  C23 1.090
31 H -7.179 2.980 3.167  N24 1.010
32 H -6.213 3.851 -0.337  C26 1.090
33 H -4.883 2.773 -0.183  C26 1.090
34 H -4.715 4.147 0.829  C26 1.090
35 C 9.646 6.619 -1.239  N36 1.457, H40 1.090, H41 1.090, H42 1.090
36 N 9.526 5.574 -0.232  C35 1.457, C37 1.343, H43 1.010
37 C 8.357 5.137 0.264  N36 1.343, C38 1.538, O39 1.219
38 C 7.018 5.517 -0.389  C37 1.538, H44 1.090, H45 1.090, H46 1.090
39 O 8.334 4.378 1.218  C37 1.219
40 H 10.710 6.760 -1.432  C35 1.090
41 H 9.050 7.516 -1.069  C35 1.090
42 H 9.141 6.336 -2.163  C35 1.090
43 H 10.355 5.226 0.228  N36 1.010
44 H 7.063 5.523 -1.478  C38 1.090
45 H 6.683 6.500 -0.057  C38 1.090
46 H 6.205 4.834 -0.144  C38 1.090
47 C -0.417 5.521 2.088  N48 1.458, H52 1.090, H53 1.090, H54 1.090
48 N -0.096 6.942 2.031  C47 1.458, C49 1.356, H55 1.010
49 C -1.081 7.865 2.154  N48 1.356, C50 1.453, O51 1.187
50 C -0.589 9.208 1.902  C49 1.453, H56 1.090, H57 1.090, H58 1.090
51 O -2.233 7.638 2.326  C49 1.187
52 H 0.430 4.955 2.475  C47 1.090
53 H -0.670 5.326 1.045  C47 1.090
54 H -1.238 5.269 2.760  C47 1.090
55 H 0.832 7.184 1.713  N48 1.010
56 H 0.483 9.226 1.708  C50 1.090
57 H -0.790 9.843 2.765  C50 1.090
58 H -0.918 9.684 0.978  C50 1.090
59 C 5.350 -0.623 4.425  N60 1.495, H64 1.090, H65 1.090, H66 1.090
60 N 4.051 -0.372 5.122  C59 1.495, C61 1.355, H67 1.010
61 C 3.827 0.039 6.393  N60 1.355, C62 1.524, O63 1.248
62 C 2.420 0.479 6.777  C61 1.524, H68 1.090, H69 1.090, H70 1.090
63 O 4.758 0.306 7.181  C61 1.248
64 H 5.552 0.287 3.861  C59 1.090
65 H 5.239 -1.542 3.849  C59 1.090
66 H 6.221 -0.809 5.054  C59 1.090
67 H 3.346 -0.384 4.399  N60 1.010
68 H 2.112 1.136 5.964  C62 1.090
69 H 2.437 0.813 7.814  C62 1.090
70 H 1.905 -0.474 6.655  C62 1.090
71 C 5.219 -5.343 -0.330  N72 1.490, H76 1.090, H77 1.090, H78 1.090
72 N 6.539 -6.024 -0.449  C71 1.490, C73 1.317, H79 1.010
73 C 7.065 -6.761 0.507  N72 1.317, C74 1.553, O75 1.205
74 C 8.580 -7.097 0.430  C73 1.553, H80 1.090, H81 1.090, H82 1.090
75 O 6.417 -7.062 1.478  C73 1.205
76 H 4.678 -5.346 0.616  C71 1.090
77 H 4.556 -5.814 -1.056  C71 1.090
78 H 5.297 -4.270 -0.507  C71 1.090
79 H 7.018 -5.806 -1.311  N72 1.010
80 H 8.638 -8.040 -0.114  C74 1.090
81 H 8.783 -6.997 1.496  C74 1.090
82 H 8.991 -6.222 -0.074  C74 1.090
83 C -9.473 -3.813 7.483  N84 1.395, H88 1.090, H89 1.090, H90 1.090
84 N -8.649 -3.947 6.366  C83 1.395, C85 1.341, H91 1.010
85 C -7.387 -3.512 6.237  N84 1.341, C86 1.469, O87 1.257
86 C -6.915 -3.610 4.850  C85 1.469, H92 1.090, H93 1.090, H94 1.090
87 O -6.602 -3.158 7.153  C85 1.257
88 H -8.978 -4.360 8.286  C83 1.090
89 H -10.504 -4.119 7.306  C83 1.090
90 H -9.564 -2.735 7.620  C83 1.090
91 H -8.957 -4.568 5.632  N84 1.010
92 H -6.733 -4.606 4.446  C86 1.090
93 H -6.130 -2.977 4.437  C86 1.090
94 H -7.737 -3.388 4.170  C86 1.090
95 C -2.492 0.114 -7.418  N96 1.384, H100 1.090, H101 1.090, H102 1.090
96 N -1.343 -0.544 -7.821  C95 1.384, C97 1.369, H103 1.010
97 C -0.852 -1.774 -7.472  N96 1.369, C98 1.516, O99 1.247
98 C 0.410 -2.247 -8.164  C97 1.516, H104 1.090, H105 1.090, H106 1.090
99 O -1.325 -2.466 -6.548  C97 1.247
100 H -2.629 0.281 -6.350  C95 1.090
101 H -3.357 -0.467 -7.738  C95 1.090
102 H -2.624 1.061 -7.942  C95 1.090
103 H -0.765 0.018 -8.430  N96 1.010
104 H 0.607 -1.541 -8.972  C98 1.090
105 H 0.403 -3.186 -8.716  C98 1.090
106 H 1.225 -2.259 -7.440  C98 1.090
107 C -5.984 -2.792 -3.233  N108 1.461, H112 1.090, H113 1.090, H114 1.090
108 N -6.721 -2.609 -4.481  C107 1.461, C109 1.334, H115 1.010
109 C -8.047 -2.532 -4.603  N108 1.334, C110 1.538, O111 1.240
110 C -8.830 -2.600 -5.925  C109 1.538, H116 1.090, H117 1.090, H118 1.090
111 O -8.747 -2.353 -3.595  C109 1.240
112 H -5.187 -3.525 -3.353  C107 1.090
113 H -6.687 -3.140 -2.476  C107 1.090
114 H -5.607 -1.818 -2.920  C107 1.090
115 H -6.079 -2.362 -5.220  N108 1.010
116 H -8.878 -3.602 -6.352  C110 1.090
117 H -8.244 -1.963 -6.587  C110 1.090
118 H -9.843 -2.203 -5.971  C110 1.090
119 C 1.191 0.920 -1.711  N120 1.456, H124 1.090, H125 1.090, H126 1.090
120 N 0.214 0.078 -1.036  C119 1.456, C121 1.348, H127 1.010
121 C 0.472 -0.545 0.131  N120 1.348, C122 1.546, O123 1.208
122 C -0.658 -1.305 0.862  C121 1.546, H128 1.090, H129 1.090, H130 1.090
123 O 1.518 -0.370 0.711  C121 1.208
124 H 1.770 1.517 -1.006  C119 1.090
125 H 0.665 1.661 -2.312  C119 1.090
126 H 1.817 0.288 -2.342  C119 1.090
127 H -0.591 -0.258 -1.545  N120 1.010
128 H -1.321 -0.714 1.494  C122 1.090
129 H -0.239 -1.913 1.664  C122 1.090
130 H -1.093 -2.133 0.302  C122 1.090

The LUMO energy comes out at 0.05 eV. The calculation puts the energy relative to the best compared isomer or geometry (same formula, charge and spin) at 186.3 kcal/mol. The value obtained for the largest force on an atom is 0.0856 Eh/bohr. The total energy comes out at -103182.57133 eV. The calculation puts the HOMO energy at -8.883 eV. Its spin multiplicity is 1. The SMILES is O=S1(=O)OCCO1.O=S1(=O)OCCO1.CNC(C)=O.CNC(C)=O.CNC(C)=O.CNC(C)=O.CNC(C)=O.CNC(C)=O.CNC(C)=O.CNC(C)=O.CNC(C)=O. The value obtained for the HOMO-LUMO gap is 8.936 eV.